# 1
ORCA calculation (ωB97M-V/def2-TZVPD) on a molecular structure, C3HHgO3 in a non-equilibrium geometry.

Summary:
Total charge: 0
Calculated total energy: -493.927213 Ha
HOMO energy (alpha / beta): -8.198 / -8.198 eV
Energy relative to the best compared isomer or geometry (same formula, charge and spin): 5.1 kcal per mole
Spin multiplicity: 2
<S²>: 0.761

Last column: Mulliken charge in e.
Atoms and positions in Å:
H (1.921, 1.366, 0.590)  0.280
O (-1.412, -0.903, 0.006)  -0.408
C (-0.342, -0.305, 0.070)  0.584
C (0.972, -0.305, -0.660)  0.469
O (1.658, -1.123, -1.284)  -0.472
O (-0.218, 0.951, 0.574)  -0.241
Hg (-3.670, -0.786, 0.771)  -0.011
C (1.090, 1.105, -0.068)  -0.202

***

# 2
ORCA calculation (ωB97M-V/def2-TZVPD) on 2 unconnected molecules or ions with the total composition C4H9NOS in a non-equilibrium geometry.

Summary:
Total charge: 0
Calculated total energy: -685.819011 Ha
HOMO energy: -8.238 eV
Energy relative to the best compared isomer or geometry (same formula, charge and spin): 125.5 kcal per mole

Last column: Mulliken charge in e.
Atoms and positions in Å:
C (-0.929, -1.342, 1.371)  -0.808
N (-0.912, 0.137, 1.275)  -0.352
C (-0.231, 0.610, 0.125)  0.075
C (1.167, 1.163, 0.146)  -0.472
S (2.116, 0.118, 1.150)  -0.297
C (-1.035, 0.853, -1.031)  -0.009
O (-0.538, 1.121, -2.115)  -0.484
H (-1.551, -1.591, 2.237)  0.313
H (0.070, -1.776, 1.337)  0.307
H (-1.558, -1.744, 0.566)  0.315
H (-0.266, 0.418, 2.019)  0.408
H (1.376, -0.819, -2.888)  -0.151
H (1.302, 2.224, 0.362)  0.294
H (1.237, 1.115, -0.966)  0.287
H (1.879, -1.308, -2.613)  0.153
H (-2.127, 0.822, -0.974)  0.419

***

# 3
ORCA calculation (ωB97M-V/def2-TZVPD) on a molecular structure, C30H40N5O4S2V in a non-equilibrium geometry.

Summary:
Total charge: +1
Calculated total energy: -3482.028393 Ha
HOMO energy (alpha / beta): -9.470 / -9.699 eV
Energy relative to the best compared isomer or geometry (same formula, charge and spin): 40.1 kcal per mole
Spin multiplicity: 4
<S²>: 3.765

Last column: Mulliken charge in e.
Atoms and positions in Å:
V (-0.549, -0.569, -1.308)  -0.148
C (-2.952, 1.058, 0.066)  -1.310
C (-3.101, 0.951, -1.400)  -0.676
O (-2.738, -0.319, -1.957)  -0.349
C (-3.728, -1.285, -2.029)  -0.886
C (-4.203, -1.714, -0.662)  -0.486
O (-3.195, -2.219, 0.113)  -0.143
C (-3.315, -2.249, 1.488)  -0.532
C (-1.967, -2.417, 2.222)  -0.697
O (-0.819, -2.017, 1.392)  -0.367
C (-0.185, -0.790, 1.636)  -0.232
C (-1.232, 0.321, 1.612)  -1.319
O (-1.849, 0.188, 0.310)  1.659
H (-3.873, 0.678, 0.472)  0.421
H (-2.804, 2.044, 0.389)  0.569
H (-2.427, 1.688, -1.855)  0.158
H (-4.111, 1.264, -1.588)  0.575
H (-3.319, -2.159, -2.494)  0.399
H (-4.615, -0.969, -2.583)  0.394
H (-5.078, -2.420, -0.817)  0.411
H (-4.671, -0.913, -0.103)  0.380
H (-3.995, -3.085, 1.868)  0.367
H (-3.764, -1.285, 1.817)  0.269
H (-1.858, -3.507, 2.467)  0.472
H (-2.028, -1.885, 3.120)  0.348
H (1.240, -1.581, 0.657)  0.326
H (0.335, -0.812, 2.567)  0.647
H (-0.761, 1.295, 1.742)  0.474
H (-2.154, 0.125, 2.324)  0.372
C (-0.663, -6.062, -4.060)  -0.992
C (0.706, -5.550, -3.514)  -0.492
N (0.934, -4.123, -3.719)  -0.134
C (0.495, -3.051, -3.114)  0.186
S (-0.597, -3.067, -1.761)  -0.351
N (1.077, -1.930, -3.578)  -1.242
N (0.650, -0.746, -3.056)  0.946
C (0.806, 0.383, -3.761)  0.492
C (1.682, 0.447, -5.044)  -1.630
C (0.242, 1.588, -3.111)  0.765
C (0.175, 2.780, -3.875)  -0.723
C (-0.162, 3.983, -3.173)  -0.655
C (-0.159, 3.935, -1.769)  -1.054
C (-0.169, 2.709, -1.141)  -0.156
N (0.006, 1.541, -1.777)  0.223
H (-0.689, -7.162, -3.958)  0.357
H (-0.856, -5.881, -5.128)  0.307
H (-1.539, -5.670, -3.567)  0.272
H (1.491, -6.005, -4.091)  0.367
H (0.865, -5.920, -2.473)  0.263
H (1.565, -3.858, -4.408)  0.271
H (1.114, 0.702, -5.919)  0.363
H (2.188, -0.497, -5.188)  0.352
H (2.410, 1.267, -4.877)  0.384
H (0.345, 2.714, -4.959)  0.388
H (-0.136, 5.023, -3.668)  0.324
H (-0.341, 4.807, -1.172)  0.480
H (-0.254, 2.555, -0.095)  0.563
N (0.716, -0.715, 0.446)  0.133
S (3.384, 1.045, 1.866)  -0.163
C (3.381, 2.785, 2.222)  0.008
C (2.590, 3.789, 1.611)  -0.085
C (2.616, 5.047, 2.171)  -0.559
C (3.280, 5.318, 3.356)  -0.528
C (4.061, 4.359, 3.973)  -0.667
C (4.117, 3.087, 3.362)  -0.205
C (2.573, 0.552, 3.359)  0.666
C (3.057, -0.572, 4.052)  -0.613
C (2.389, -1.010, 5.187)  -0.513
C (1.332, -0.290, 5.712)  -0.655
C (0.937, 0.848, 5.034)  -0.519
C (1.537, 1.258, 3.866)  -0.488
H (1.442, -0.032, 0.627)  -0.225
H (2.018, 3.546, 0.699)  0.554
H (2.008, 5.803, 1.657)  0.350
H (3.241, 6.211, 3.884)  0.457
H (4.584, 4.533, 4.931)  0.383
H (4.705, 2.337, 3.804)  0.496
H (3.871, -1.148, 3.638)  0.434
H (2.622, -1.974, 5.615)  0.405
H (0.866, -0.570, 6.659)  0.428
H (0.104, 1.412, 5.444)  0.404
H (1.098, 2.050, 3.314)  0.526